No. 1
Entry from OMol25: the molecule C17H19ClNO5P (ωB97M-V/def2-TZVPD).

Geometry as XYZ:
```
44
Properties=species:S:1:pos:R:3:forces:R:3
C -5.38850 -2.49672 -1.76110 -0.41 -0.08 0.01
H -5.82825 -3.24223 -1.09482 0.02 0.05 -0.09
H -5.10821 -2.94920 -2.70907 0.00 0.02 0.05
H -6.11613 -1.69732 -1.91770 0.04 -0.09 -0.01
O -4.19516 -1.97568 -1.20058 0.38 0.14 0.11
C -4.33067 -1.37422 -0.00118 -0.35 -0.10 -0.02
O -5.39561 -1.28317 0.56289 0.11 -0.01 -0.08
C -3.05510 -0.85756 0.52379 0.30 0.06 0.01
C -1.84809 -1.02748 -0.15025 -0.34 0.03 0.11
C -0.67517 -0.52607 0.37266 0.13 0.05 0.12
C -0.68139 0.17141 1.58241 -0.45 -0.43 -0.01
C -1.89372 0.33144 2.26253 0.08 0.00 -0.04
C -3.05993 -0.17496 1.74190 -0.01 -0.08 -0.19
H -3.99982 -0.04687 2.25677 -0.07 0.02 0.05
H -1.90513 0.87069 3.19877 -0.01 0.06 0.11
N 0.48084 0.65008 2.15132 0.02 0.25 0.46
H 0.30936 1.31573 2.89150 0.07 -0.06 -0.13
C 1.62626 0.95260 1.33941 -0.12 0.37 -0.43
C 2.43161 -0.24632 0.91974 0.26 -0.22 0.03
C 3.44854 -0.08024 -0.01204 0.00 -0.17 0.11
C 4.21927 -1.15507 -0.41254 0.05 -0.08 0.02
C 3.97431 -2.40687 0.13143 -0.15 0.20 0.09
C 2.97428 -2.58602 1.07304 0.11 -0.03 -0.08
C 2.20796 -1.50327 1.46653 0.04 0.15 -0.05
H 1.42725 -1.63746 2.19898 -0.08 0.00 0.06
H 2.79636 -3.56260 1.49469 0.01 -0.10 0.02
Cl 4.93157 -3.75696 -0.36659 0.12 -0.17 -0.07
H 5.00494 -1.02679 -1.14014 0.08 -0.01 -0.06
H 3.62946 0.89975 -0.42543 0.12 0.06 -0.11
H 2.28616 1.61155 1.91761 -0.18 -0.05 -0.09
H 0.25569 -0.69266 -0.14643 0.01 -0.05 -0.09
H -1.83792 -1.56113 -1.08784 0.03 -0.04 -0.07
P 1.10188 2.03610 -0.09449 0.82 0.44 -0.51
O -0.20243 2.68817 0.04373 -0.19 0.02 0.21
O 1.29233 1.28922 -1.51438 0.40 0.33 1.03
C 0.17699 1.06652 -2.36089 -0.55 -0.03 -0.34
H -0.72587 1.49455 -1.92136 0.03 -0.07 -0.10
H 0.04636 -0.00652 -2.50324 0.02 0.04 -0.01
H 0.37842 1.54050 -3.32242 0.00 -0.04 0.05
O 2.35615 3.05391 -0.07518 -0.36 -0.81 0.24
C 2.23937 4.24575 -0.83830 -0.05 0.44 -0.27
H 1.22305 4.63966 -0.76866 0.10 0.04 0.01
H 2.48208 4.05501 -1.88555 0.03 -0.01 0.03
H 2.94662 4.96076 -0.41954 -0.06 -0.04 -0.08
```
Forces are in eV/Å.

Summary:
HOMO energy: -8.331 eV
SMILES: COC(=O)c1ccc(N[C@@H](c2ccc(Cl)cc2)P(=O)(OC)OC)cc1
Frontier orbital gap: 8.91 eV


No. 2
Entry from OMol25: a structure of composition C17H19CoN8O2 (ωB97M-V/def2-TZVPD).

Geometry as XYZ:
```
47
Properties=species:S:1:pos:R:3:forces:R:3
Co 0.10112 -0.37696 -0.04486 -0.13 -0.14 -0.08
C 3.11021 -0.05752 -3.46589 -0.10 -0.05 0.11
C 2.12874 -0.41201 -2.45761 0.06 0.01 -0.06
N 1.34991 -0.69676 -1.66629 -0.01 0.00 0.05
H 2.78512 -0.43407 -4.43443 0.03 0.02 -0.02
H 4.07112 -0.49441 -3.19836 0.01 0.00 -0.03
H 3.19334 1.02849 -3.48193 0.01 0.01 -0.02
O -0.79562 1.02394 1.49243 0.03 0.04 0.03
C 0.02336 1.84421 1.03148 -0.08 -0.09 0.01
N 0.81293 1.37128 0.03237 0.20 0.32 0.03
C 1.65356 2.41859 -0.45788 -0.01 -0.18 0.14
O 2.43809 2.30331 -1.35169 0.00 0.03 -0.08
C 1.33355 3.59836 0.40408 0.01 0.10 -0.04
C 1.87582 4.86422 0.39262 -0.02 -0.03 -0.01
C 1.37271 5.77623 1.32030 0.00 0.02 0.02
C 0.37017 5.42503 2.22047 0.00 -0.01 -0.01
C -0.17362 4.14293 2.23072 0.04 0.04 -0.01
C 0.32934 3.24762 1.30805 -0.04 -0.05 0.05
H 2.65344 5.13919 -0.30658 0.00 0.00 0.00
H 1.77039 6.78189 1.34217 0.00 0.00 0.00
H 0.01043 6.16206 2.92515 0.00 0.00 0.00
H -0.94698 3.86528 2.93348 0.00 -0.01 0.00
N 3.03202 -4.42739 2.12372 -0.02 0.02 0.00
C 1.78936 -4.75157 2.47992 0.07 0.03 -0.01
N 1.54602 -5.90362 3.08364 -0.01 0.01 0.02
N 0.73597 -3.95914 2.25901 -0.17 -0.12 -0.07
C 0.67832 -2.87747 1.62021 0.04 0.20 0.25
N 0.49550 -1.83932 1.10493 0.15 -0.10 -0.21
H 3.81648 -5.02289 2.33283 0.00 -0.01 0.00
H 3.22757 -3.51786 1.74340 0.02 -0.01 0.00
H 2.27354 -6.55187 3.33410 0.01 0.01 0.00
H 0.59654 -6.11941 3.34132 0.00 -0.01 0.00
C -5.17298 0.39125 -0.40449 0.01 -0.04 -0.01
C -3.88202 -0.21030 -0.82944 -0.03 0.02 0.02
C -3.57889 -1.08339 -1.86910 -0.02 0.01 0.01
C -2.21274 -1.30481 -1.81330 0.03 -0.01 0.00
N -1.68357 -0.59129 -0.79012 -0.11 -0.05 -0.06
N -2.73241 0.05633 -0.21000 0.09 -0.02 0.03
C -1.40594 -2.20742 -2.67899 0.02 0.00 -0.04
H -5.99627 -0.26353 -0.67951 -0.01 0.01 0.00
H -5.32196 1.34999 -0.90299 -0.01 0.00 0.00
H -5.20159 0.55313 0.67207 0.01 0.01 0.00
H -4.27629 -1.51179 -2.56831 0.01 0.00 0.00
H -2.56104 0.61381 0.61638 -0.03 0.02 -0.01
H -1.48634 -1.90091 -3.72192 0.00 0.01 0.00
H -1.79025 -3.22487 -2.60861 -0.01 0.01 0.00
H -0.35617 -2.21655 -2.40253 -0.02 -0.02 0.02
```
Forces are in eV/Å.

Summary:
Charge: +2
Energy relative to the best compared isomer or geometry (same formula, charge and spin): 0.0 kcal/mol
HOMO energy (spin up / spin down): -14.887 / -14.801 eV
⟨S²⟩: 6.0143
2S+1: 5
Frontier orbital gap (spin up / spin down): 9.12 / 6.35 eV


No. 3
Entry from OMol25: the molecule C17H19F3N2O3 (ωB97M-V/def2-TZVPD).

Geometry as XYZ:
```
44
Properties=species:S:1:pos:R:3:forces:R:3
O 0.64246 -0.47340 -3.79926 0.00 -0.20 -0.34
C 0.12593 -0.09761 -2.76143 -0.32 0.15 -0.18
N 0.85980 0.17311 -1.65814 0.26 0.19 0.14
C 0.34032 0.49760 -0.34690 -0.28 0.03 0.47
C -1.09500 1.00601 -0.37668 0.19 -0.25 0.10
C -1.65844 1.01611 1.03522 0.20 0.29 -0.77
O -1.20332 0.38231 1.96822 0.08 -0.18 0.30
N -2.77699 1.74413 1.18995 -0.59 0.41 0.36
C -3.43915 1.97544 2.46141 0.01 -0.07 0.30
C -4.47837 3.04919 2.13306 0.10 -0.04 -0.31
H -4.59465 3.77777 2.93004 -0.02 0.00 0.05
H -5.44434 2.59361 1.91818 0.00 0.03 0.01
C -3.89399 3.66599 0.85973 -0.08 0.28 0.49
H -4.64023 4.09012 0.18965 0.07 -0.04 0.01
O -3.29951 2.57728 0.17962 0.28 -0.53 -0.45
H -3.13680 4.42417 1.10125 -0.05 -0.07 -0.04
H -3.88454 1.04652 2.82265 0.04 0.11 0.04
H -2.69983 2.31377 3.19402 -0.09 -0.06 -0.04
C -1.92468 0.07736 -1.26359 -0.02 0.27 -0.12
C -1.36908 0.14336 -2.67658 -0.07 -0.16 0.03
H -1.85316 -0.58561 -3.32845 0.11 0.07 -0.02
H -1.55522 1.13274 -3.10467 0.01 -0.02 -0.03
H -2.97114 0.38519 -1.25860 -0.01 -0.08 0.02
H -1.86093 -0.94171 -0.87597 -0.03 -0.04 0.05
H -1.14408 2.02012 -0.78456 0.01 -0.07 0.00
H 0.99312 1.25647 0.09958 -0.03 -0.09 0.00
H 0.38078 -0.38831 0.30183 0.04 0.18 -0.04
C 2.29092 -0.07500 -1.69870 0.07 -0.04 -0.32
C 2.64820 -1.34450 -0.97268 0.12 0.01 0.10
C 2.16158 -2.56099 -1.44026 0.03 0.03 0.03
C 2.45082 -3.73870 -0.77586 0.00 -0.03 -0.01
C 3.23507 -3.72099 0.36493 0.09 0.18 0.11
C 3.72032 -2.50803 0.83309 0.01 -0.07 0.10
C 3.43045 -1.32235 0.17193 -0.02 -0.17 -0.05
H 3.81527 -0.38831 0.55341 0.01 0.11 0.03
C 4.60382 -2.48631 2.04697 0.29 -0.03 0.19
F 4.58107 -1.31189 2.69533 -0.15 0.22 -0.07
F 4.27748 -3.42596 2.94826 -0.19 -0.18 -0.02
F 5.89770 -2.71004 1.73164 0.05 -0.03 -0.18
H 3.46740 -4.63406 0.89086 0.01 -0.08 0.05
H 2.06944 -4.67706 -1.14778 -0.04 -0.09 -0.05
H 1.55852 -2.57341 -2.33587 -0.09 0.00 -0.12
H 2.81376 0.77950 -1.25908 -0.03 -0.05 -0.02
H 2.55923 -0.16363 -2.75581 0.03 0.10 0.22
```
Forces are in eV/Å.

Summary:
Energy relative to the best compared isomer or geometry (same formula, charge and spin): 47.6 kcal/mol
HOMO energy: -9.186 eV
SMILES: O=C1CC[C@@H](C(=O)N2CCCO2)CN1Cc1cccc(C(F)(F)F)c1
Frontier orbital gap: 9.75 eV


No. 4
Entry from OMol25: a cluster of 2 separate species, C17H19F3N2O4S2 in total (ωB97M-V/def2-TZVPD).

Geometry as XYZ:
```
47
Properties=species:S:1:pos:R:3:forces:R:3
C 1.29759 2.68990 -0.14475 0.45 0.12 -0.33
N 1.76428 3.55608 0.89313 0.69 -0.75 2.14
S 1.46484 -0.87141 -1.42780 2.35 0.48 0.54
C 2.29832 -1.62988 0.02340 0.82 0.04 1.10
F 3.25522 -0.72722 0.40819 -1.35 -1.54 -0.67
F 1.46879 -1.86067 1.07428 0.46 0.20 -0.92
F 2.90678 -2.82086 -0.25670 -0.60 1.32 0.13
S 2.48741 2.93206 2.18176 -1.52 1.18 -2.20
C 1.39068 1.65836 2.82897 0.08 -0.78 -0.14
C 0.01641 1.86230 2.84948 -0.39 -0.12 0.05
C -0.81952 0.94755 3.49132 0.11 -0.32 0.01
C -0.28328 -0.22336 4.04276 -0.04 0.02 0.06
C 1.07669 -0.49855 3.88700 0.04 -0.04 -0.01
C 1.91103 0.42828 3.25866 -0.45 0.13 0.02
O 3.70050 2.18429 1.92436 0.42 -0.21 -0.02
O 2.51779 3.95545 3.20094 0.29 -0.24 0.17
H 1.69572 3.08667 -1.09400 -0.16 -0.40 -0.09
H 1.55695 1.60085 -0.10272 -0.11 0.62 0.18
H 0.19761 2.80380 -0.21726 -0.09 -0.32 -0.11
H -0.40352 2.70943 2.30765 0.21 0.15 0.39
H -1.89537 1.13501 3.56464 0.34 -0.01 -0.03
H -0.92172 -0.93001 4.58596 0.19 0.28 -0.23
H 1.49685 -1.44288 4.25810 -0.22 0.41 -0.17
H 2.94583 0.18642 3.03713 -0.02 0.27 0.30
C -0.33974 -2.17009 -5.86616 0.24 -0.28 -0.40
C -0.72464 -0.97901 -5.02940 0.25 -0.26 -0.82
O -0.17587 -1.28198 -3.74486 -0.67 0.58 0.98
C -0.53078 -0.43207 -2.77190 -0.70 -0.29 -1.10
C -0.23831 -1.22785 -1.46524 -0.90 0.73 0.91
N -1.10260 -0.75700 -0.31963 0.44 -0.14 0.46
C -1.57355 0.50504 -0.25555 -0.35 0.28 -0.35
C -2.67449 0.79692 0.53618 0.04 -0.56 0.19
C -3.23290 -0.21716 1.31731 0.02 0.26 -0.25
C -2.60148 -1.46047 1.39220 0.77 0.04 -0.13
C -1.46840 -1.67857 0.61674 -0.89 0.02 -0.23
O -0.98605 0.67428 -2.94050 0.41 -1.34 0.52
H -0.72337 -2.06494 -6.88218 0.07 -0.03 0.04
H 0.74596 -2.27946 -5.89749 -0.03 0.16 -0.15
H -0.71185 -3.11152 -5.44567 -0.19 0.30 -0.01
H -0.29421 -0.03648 -5.37981 -0.16 -0.17 -0.07
H -1.81132 -0.89681 -4.96672 0.07 0.21 0.21
H -0.46756 -2.27849 -1.62926 -0.13 0.10 0.06
H -1.12484 1.24369 -0.91927 -0.16 -0.34 0.27
H -3.10966 1.78812 0.47318 0.17 -0.11 0.17
H -4.14633 -0.04025 1.88630 0.28 0.00 -0.16
H -2.97067 -2.24623 2.05175 0.27 0.28 -0.16
H -0.86317 -2.58131 0.66549 -0.35 0.11 -0.17
```
Forces are in eV/Å.

Summary:
Energy relative to the best compared isomer or geometry (same formula, charge and spin): 28.0 kcal/mol
HOMO energy: -6.257 eV
Frontier orbital gap: 4.10 eV


no.,energy (eV)
1,-51478.7712
2,-71567.0528
3,-35212.6877
4,-58925.8723